Computed, not measured: a molecular structure, C43H42Cl2F6MoN7O3PS2Te, with ωB97M-V with the def2-TZVPD basis set.

The geometry in XYZ format:
```
108
Properties=species:S:1:pos:R:3:mulliken_spin:R:1
Mo 0.67894 -0.11065 0.47689 1.620
C -0.27576 -6.50495 3.13269 0.001
C -0.34056 -5.01915 3.31369 -0.002
C -1.31946 -4.27345 2.66269 -0.001
C -1.35076 -2.89645 2.78949 -0.009
C -0.39816 -2.25065 3.55449 0.011
C 0.57304 -2.97505 4.21679 0.005
C 0.59554 -4.35465 4.09829 0.001
S -0.43836 -0.46845 3.70449 0.009
O -0.02096 -0.10195 5.03739 0.000
O -1.76556 -0.02555 3.33029 0.005
N 0.62674 0.01595 2.57779 0.017
C 1.43354 1.10755 2.62289 -0.006
C 1.87044 1.82605 3.73219 -0.019
C 2.61494 2.97195 3.50459 0.004
C 2.93314 3.33935 2.19939 -0.005
C 2.50854 2.53795 1.15739 0.011
N 1.75784 1.45655 1.35369 -0.023
H 0.16154 -6.71965 2.15689 -0.001
H -1.27266 -6.94155 3.16339 0.000
H 0.34334 -6.97235 3.89659 0.000
H -2.04116 -4.76865 2.02989 0.000
H -2.11886 -2.31455 2.31029 -0.009
H 1.29824 -2.44895 4.81929 -0.002
H 1.36104 -4.91825 4.61209 0.000
H 1.58444 1.50365 4.71969 0.000
H 2.93454 3.57865 4.34139 0.000
H 3.47434 4.25105 1.99669 0.000
H 2.73804 2.77835 0.12769 0.006
C -4.70696 2.26335 3.11869 0.001
N -3.58686 2.62705 2.27999 0.006
N -3.10876 1.67665 1.39189 0.016
C -1.73376 1.74495 1.32039 0.023
O -1.06856 1.00105 0.57329 -0.025
C -1.35536 2.79765 2.20549 0.007
C -2.48486 3.25885 2.80329 0.004
C -2.62646 4.28315 3.87049 0.000
C -3.96716 0.81495 0.70129 -0.004
C -5.16636 1.27785 0.15569 0.002
C -6.02576 0.38795 -0.46761 -0.001
C -5.69756 -0.95535 -0.56521 0.002
C -4.49186 -1.40765 -0.05301 0.000
C -3.62966 -0.52935 0.57809 0.006
H -5.53456 1.91965 2.49959 0.000
H -5.01826 3.14765 3.67109 0.000
H -4.42286 1.46855 3.81859 0.000
H -0.35916 3.16105 2.34199 0.004
H -1.72306 4.88295 3.91989 0.000
H -2.76806 3.80155 4.83999 0.000
H -3.47446 4.93725 3.67279 0.000
H -5.41476 2.32925 0.20129 0.000
H -6.95576 0.74585 -0.89021 0.000
H -6.37436 -1.64495 -1.05101 0.000
H -4.21986 -2.44905 -0.15261 0.000
H -2.68536 -0.85865 0.98439 0.000
F 0.37554 2.68615 -0.93731 0.008
P 0.19444 4.32655 -0.98511 0.004
F -1.35136 4.16205 -0.51671 0.000
F 0.63734 4.41285 0.57879 0.000
F 0.03924 5.93515 -1.01381 0.000
F -0.24586 4.22635 -2.53441 0.001
F 1.75214 4.45195 -1.43251 0.000
C 5.94584 2.23715 1.55419 0.000
C 5.73634 0.86015 1.01299 -0.006
C 6.78884 0.12215 0.47509 0.008
C 6.45954 -1.11245 -0.06361 -0.004
N 5.23144 -1.58165 -0.05681 0.005
C 4.28954 -0.82025 0.50839 0.006
S 2.72394 -1.54555 0.56959 -0.008
N 4.49874 0.38365 1.03779 0.005
H 7.00444 2.44555 1.69569 0.000
H 5.41144 2.35175 2.49269 0.000
H 5.52814 2.95235 0.84769 0.000
H 7.79934 0.50095 0.47919 0.001
H 7.20364 -1.75765 -0.51951 0.000
Cl 1.05644 -4.25835 0.60739 -0.007
C -0.30956 -3.99405 -0.41341 -0.068
C -0.94206 -5.03325 -1.04691 0.048
C -1.99606 -4.78515 -1.92351 -0.078
C -2.36166 -3.47145 -2.21451 0.053
C -1.71076 -2.43025 -1.60081 -0.090
Cl -1.94886 -0.76355 -2.02481 -0.015
C -0.69956 -2.63595 -0.60921 0.038
N -0.16416 -1.61535 -0.01361 -0.355
H -0.59736 -6.04175 -0.88111 -0.001
H -2.49886 -5.60975 -2.40621 -0.004
H -3.15196 -3.25895 -2.91871 0.000
C 0.67604 0.98305 -8.43011 0.001
C 0.77234 0.66695 -6.96641 -0.011
C 1.34374 1.56085 -6.07671 0.007
C 1.48014 1.25985 -4.72861 -0.004
C 2.16074 2.23225 -3.82421 0.009
C 1.02954 0.02805 -4.24461 0.000
Te 1.51254 -0.57545 -2.20411 -0.201
C 0.44734 -0.88475 -5.13411 0.006
C -0.03486 -2.22445 -4.67131 0.002
C 0.31814 -0.54775 -6.47391 0.007
H 1.25144 1.87385 -8.67011 0.000
H -0.35926 1.15295 -8.72511 -0.001
H 1.05614 0.15175 -9.02211 0.000
H 1.71074 2.51025 -6.44261 0.000
H 2.39504 3.15925 -4.34071 0.000
H 3.08624 1.80075 -3.43871 0.000
H 1.51914 2.46875 -2.97951 -0.008
H 0.72324 -2.69875 -4.04181 0.000
H -0.26006 -2.87245 -5.51521 0.000
H -0.93436 -2.11355 -4.07021 -0.004
H -0.13736 -1.25535 -7.15411 0.000
```

## Properties
total charge	-1
calculated total energy	-143313.360	eV
2S+1	2
<S²>	1.079



Computed, not measured: 4 unconnected molecules or ions with the total composition C3H13O3S, with ωB97M-V with the def2-TZVPD basis set.

The geometry in XYZ format:
```
20
Properties=species:S:1:pos:R:3:nbo_charge:R:1
C -2.14829 0.01128 -1.35043 -0.628
C -1.24476 1.23024 -1.74170 -0.433
C 0.10786 1.33757 -1.08275 -0.535
S 0.19707 0.76707 0.67068 0.059
H -1.79646 -0.88423 -0.84576 0.224
H -2.93858 -0.07858 -2.07812 0.220
H -2.65004 0.37668 -0.41106 0.201
H -1.05213 0.92174 -2.78130 0.223
H -1.91203 2.06300 -1.59505 0.221
H 0.43371 2.36267 -0.99464 0.233
H 0.90168 0.71444 -1.48955 0.253
H 1.15703 -3.20138 -1.35832 0.489
H 0.07878 -3.73055 -2.32257 0.461
O 0.98016 -3.89715 -2.01554 -0.964
H 0.54064 2.94108 4.09103 0.468
H 0.78602 1.46744 4.37569 0.467
O 0.93786 2.33471 4.72195 -0.934
H 1.50540 -1.64578 0.21913 0.474
H 0.09538 -1.16873 0.08243 0.464
O 0.69088 -1.89497 -0.25963 -0.964
```

## Properties
calculated total energy	-20297.291	eV
2S+1	2
<S²>	0.753



Computed, not measured: a molecular structure, C18H45F2K2NO16P3S2, with ωB97M-V with the def2-TZVPD basis set.

The geometry in XYZ format:
```
89
Properties=species:S:1:pos:R:3:lowdin_charge:R:1
K -2.99164 -6.03370 -1.18249 0.923
K -2.47881 -7.67631 1.93568 0.943
N -2.60532 -5.12426 1.31812 -0.521
S -1.15716 -4.20668 1.34924 0.503
O -0.50122 -4.18812 2.59785 -0.209
O -1.06006 -3.10798 0.47221 -0.230
F -0.28965 -5.31729 0.53546 -0.227
S -3.48216 -4.06614 2.16709 0.448
O -3.92840 -2.92236 1.47815 -0.219
O -3.25122 -3.96792 3.55471 -0.211
F -4.78665 -5.05692 2.09456 -0.229
C -1.15944 5.83663 2.52654 -0.063
C -1.50626 4.48389 1.96395 -0.270
O -2.82626 4.53094 1.39669 -0.144
P -3.30019 3.42459 0.39998 0.317
O -4.64951 3.59674 -0.10487 -0.205
O -2.16264 3.39081 -0.67693 -0.178
C -2.23934 2.33808 -1.68461 -0.239
C -1.01098 2.43091 -2.54786 -0.062
O -3.08272 2.05571 1.16290 -0.186
C -4.11182 1.29522 1.75332 -0.272
C -4.66570 0.26118 0.78832 -0.074
H -1.90569 6.15448 3.25340 0.082
H -0.16927 5.91555 2.96788 0.079
H -1.15937 6.54470 1.69029 0.082
H -0.74258 4.15433 1.25728 0.114
H -1.50999 3.72657 2.75388 0.111
H -2.30371 1.39323 -1.14182 0.097
H -3.16896 2.50380 -2.22793 0.122
H -0.72389 1.43085 -2.88507 0.052
H -1.20969 2.99158 -3.46140 0.081
H -0.18442 2.89172 -2.01401 0.088
H -3.78077 0.84341 2.69019 0.119
H -4.95127 1.92259 2.08112 0.121
H -5.56339 -0.22420 1.16975 0.080
H -5.01952 0.74855 -0.12432 0.076
H -3.85144 -0.42134 0.54089 0.057
C 5.25578 -3.91976 -6.19355 -0.079
C 4.70060 -2.59557 -5.78785 -0.249
O 3.35141 -2.81115 -5.28065 -0.171
P 2.59594 -1.68234 -4.49648 0.327
O 3.40140 -0.52656 -4.13722 -0.204
O 1.31361 -1.34259 -5.36685 -0.178
C 1.34402 -0.20391 -6.23600 -0.258
C 0.84534 1.02803 -5.51527 -0.084
O 1.96140 -2.49748 -3.31194 -0.166
C 0.90318 -1.85840 -2.55275 -0.240
C -0.36995 -2.64152 -2.71221 -0.069
H 5.36664 -4.59208 -5.34639 0.081
H 4.65762 -4.36607 -6.98785 0.081
H 6.24499 -3.74948 -6.62638 0.085
H 5.28552 -2.16190 -4.97995 0.118
H 4.61944 -1.92318 -6.63937 0.122
H 2.36003 0.00994 -6.57652 0.116
H 0.70497 -0.40468 -7.09162 0.120
H 1.45205 1.32124 -4.66199 0.075
H 0.58819 1.86108 -6.16879 0.084
H -0.14463 0.78746 -5.08916 0.067
H 1.24882 -1.79856 -1.52216 0.117
H 0.80502 -0.82764 -2.89860 0.104
H -0.96277 -2.31027 -3.56697 0.081
H -0.16803 -3.70849 -2.81223 0.078
H -1.01891 -2.45730 -1.85197 0.051
C -0.22770 0.19062 1.02270 -0.049
C 1.10450 0.59329 1.64313 -0.252
O 0.91875 1.75451 2.44000 -0.171
P 1.02517 1.78187 4.01384 0.350
O 0.89003 3.13368 4.54898 -0.209
O 2.36718 1.02083 4.36452 -0.187
C 3.55812 1.79084 4.58778 -0.253
C 4.13790 2.31702 3.28500 -0.066
O -0.14317 0.79541 4.45320 -0.171
C -0.03488 0.24445 5.78653 -0.259
C 0.42706 -1.19646 5.72816 -0.070
H -0.64756 1.01651 0.44936 0.063
H -0.12893 -0.66583 0.35356 0.052
H -0.92846 -0.07117 1.81837 0.081
H 1.51013 -0.23367 2.22912 0.117
H 1.78587 0.83898 0.82669 0.122
H 3.35029 2.59849 5.29210 0.115
H 4.29028 1.16813 5.10193 0.118
H 5.18129 2.60789 3.38418 0.080
H 4.07564 1.51442 2.54538 0.078
H 3.56141 3.16054 2.90481 0.079
H 0.47598 0.87482 6.51307 0.123
H -1.07370 0.21879 6.12899 0.119
H 0.36421 -1.64970 6.71731 0.080
H -0.16941 -1.72158 4.98491 0.074
H 1.47942 -1.26435 5.43898 0.071
```

## Properties
total charge	+1
calculated total energy	-141270.636	eV



Computed, not measured: a single C6H9N molecule, with ωB97M-V with the def2-TZVPD basis set.

The geometry in XYZ format:
```
16
Properties=species:S:1:pos:R:3:nbo_charge:R:1
C -0.45429 -0.53399 -2.14329 -0.302
C 0.41735 -0.85754 -0.88140 -0.067
N 0.51747 0.40458 -1.63568 -0.379
C 0.07241 1.19205 -0.47718 -0.221
C 0.09616 -0.03926 0.42587 -0.080
C -0.71381 -0.23501 1.67699 -0.420
C 0.76614 -0.01229 1.79459 -0.406
H -1.52394 -0.64383 -1.97645 0.194
H -0.22492 -0.64607 -3.22640 0.224
H 1.09483 -1.71200 -0.90644 0.201
H -0.90761 1.66279 -0.60989 0.189
H 0.83805 1.94852 -0.28938 0.202
H -1.07954 -1.22907 1.90943 0.219
H -1.37201 0.57286 1.99464 0.214
H 1.09179 0.95731 2.17936 0.213
H 1.38192 -0.82904 2.16522 0.218
```

## Properties
calculated total energy	-7854.069	eV
SMILES string	C1[C@H]2N1CC21CC1



Computed, not measured: a molecular structure, C17H49Al2BCl2F10KN5O6PS, with ωB97M-V with the def2-TZVPD basis set.

The geometry in XYZ format:
```
95
Properties=species:S:1:pos:R:3:lowdin_charge:R:1
C -1.49580 5.10750 -6.40683 -0.110
C -1.07044 4.06504 -7.45361 -0.233
C -0.56083 2.73904 -6.84733 -0.204
C 0.95362 2.53392 -6.98296 -0.197
C 1.72795 3.02088 -5.76684 -0.212
C 1.69657 2.02926 -4.59469 -0.213
C 2.75898 0.92586 -4.72675 -0.169
C 3.54420 0.68626 -3.45203 -0.172
N 2.67584 0.35196 -2.32798 0.096
C 3.07272 -0.27308 -1.21656 -0.342
N 4.37844 -0.57991 -1.07939 0.207
N 2.06675 -0.51901 -0.28054 0.184
B 2.24615 -0.18180 1.18290 -0.702
N 3.43522 0.37779 1.75565 0.129
O 1.17696 -0.53373 1.97542 0.130
H -0.69079 5.81991 -6.22037 0.057
H -1.74786 4.62314 -5.46529 0.054
H -2.34585 5.68271 -6.75846 0.071
H -0.28466 4.47658 -8.08178 0.101
H -1.90792 3.85771 -8.11254 0.105
H -0.85927 2.68645 -5.79904 0.089
H -1.06841 1.91743 -7.34642 0.110
H 1.31571 3.08416 -7.84910 0.112
H 1.16388 1.48766 -7.20208 0.117
H 1.33604 3.99174 -5.44567 0.089
H 2.76751 3.17378 -6.05808 0.113
H 1.86662 2.58351 -3.67346 0.065
H 0.70121 1.58430 -4.57798 0.113
H 2.36045 -0.00951 -5.11163 0.126
H 3.48560 1.25676 -5.46751 0.120
H 4.28106 -0.09110 -3.62782 0.121
H 4.11246 1.58811 -3.21081 0.132
H 1.70396 0.59833 -2.38952 0.139
H 4.67352 -1.16044 -0.25956 -0.034
H 4.83695 -0.97214 -1.89483 0.120
H 1.69024 -1.45452 -0.40407 0.148
H 3.69099 1.31031 1.46000 0.042
H 4.24833 -0.30209 1.69491 -0.110
H 1.02342 -1.49103 1.88041 0.070
F 0.91807 -3.68815 1.90946 -0.214
P -0.17319 -4.20660 3.07571 0.418
F 0.10939 -4.00907 4.66271 -0.141
F 1.01314 -5.38919 3.17649 -0.411
F -1.26159 -4.15588 1.81648 -0.204
F -0.51042 -2.58560 3.23109 -0.195
F -1.19296 -5.40775 3.50733 -0.164
O 1.52547 4.65047 -2.74338 0.337
H 0.87814 5.20345 -3.23354 0.206
H 1.15809 4.32696 -1.89532 0.207
H 2.37658 5.12267 -2.61167 0.215
C -6.54818 -0.22062 0.37640 -0.067
O -5.54778 0.53037 1.06674 -0.237
C -5.97663 1.16339 2.25233 -0.246
C -5.38274 0.47842 3.46712 -0.313
N -5.86116 -0.82484 3.72793 -0.009
C -5.02350 -1.51696 4.72339 -0.140
C -3.54708 -1.69542 4.37267 -0.214
O -3.27679 -2.57338 3.32328 -0.144
C -3.37029 -2.05496 2.02537 -0.088
H -6.14231 -0.47712 -0.59804 0.095
H -6.79685 -1.14385 0.90371 0.089
H -7.45098 0.37624 0.23718 0.097
H -7.06255 1.22428 2.33773 0.143
H -5.59870 2.20066 2.20406 0.099
H -5.53734 1.11767 4.34585 0.150
H -4.25475 0.36790 3.28818 -0.119
H -5.87072 -1.36082 2.86818 0.096
H -5.46059 -2.50088 4.88826 0.139
H -5.09491 -0.97910 5.67314 0.130
H -3.07180 -2.13446 5.25193 0.150
H -3.02058 -0.73330 4.19973 0.077
H -3.09642 -0.98035 1.99935 0.027
H -4.37157 -2.18946 1.59805 0.091
H -2.66817 -2.59915 1.40134 0.083
F -4.32432 -8.82652 5.65212 -0.165
Al -2.87824 -8.26975 5.02666 -0.186
F -2.99668 -8.09012 3.35411 -0.181
F -1.64608 -9.45227 5.38320 -0.366
F -2.45798 -6.80948 5.70083 -0.160
K 1.07798 -7.41262 2.36947 1.008
C 5.62817 4.43897 1.01467 -0.298
S 7.14846 4.18431 1.95662 0.808
O 8.26288 4.61335 1.08005 -0.543
C 7.07774 2.39565 1.90239 -0.270
H 5.49255 5.51153 0.88681 0.039
H 5.72579 3.95519 0.04008 0.042
H 4.78716 4.02345 1.57254 0.038
H 7.07102 2.06366 0.86411 0.057
H 6.18157 2.04959 2.41883 0.048
H 7.95605 1.99852 2.40458 0.061
Cl 0.22460 -9.62308 6.37411 0.313
Al -2.94974 1.51857 2.65933 1.046
O -1.03667 -7.35273 8.03135 -0.178
H -1.74087 -7.23086 8.68929 -0.032
Cl 5.78079 -1.61418 1.58851 -0.281
```

## Properties
total charge	+1
calculated total energy	-140693.200	eV



Computed, not measured: a single C11H25ClO3Si molecule, with ωB97M-V with the def2-TZVPD basis set.

The geometry in XYZ format:
```
41
Properties=species:S:1:pos:R:3:nbo_charge:R:1
C 2.01703 1.83202 2.82226 -0.614
C 1.72805 0.64041 1.90517 0.102
C 0.95568 -0.49075 2.69799 -0.644
O 0.89469 1.17463 0.84339 -0.932
Si 0.46015 0.13932 -0.37946 2.418
C 1.76169 0.40939 -1.56109 -1.054
C 2.24541 1.78059 -1.50055 -0.353
Cl 3.64993 1.99455 -2.60103 -0.089
O -0.96076 0.79609 -1.13241 -0.907
C -2.02039 0.87511 -0.12529 0.080
C -3.39935 1.01327 -0.84048 -0.616
C -1.81052 2.08919 0.75123 -0.652
O 0.14843 -1.54944 -0.19989 -0.919
C -0.39334 -2.22605 -1.28519 0.112
C -1.71406 -2.94202 -0.82605 -0.633
C 0.53307 -3.27864 -1.89917 -0.627
H 1.12524 2.25420 3.19171 0.215
H 2.64824 2.52297 2.26788 0.214
H 2.56190 1.50272 3.73169 0.212
H 2.63946 0.28551 1.50633 0.171
H 0.32310 -1.05569 2.04153 0.231
H 0.32572 -0.04694 3.47874 0.210
H 1.65440 -1.22028 3.17697 0.219
H 1.35159 0.13733 -2.56462 0.260
H 2.53365 -0.27967 -1.25777 0.246
H 2.51428 2.07719 -0.47827 0.221
H 1.42442 2.50243 -1.77798 0.225
H -2.08302 0.02065 0.50907 0.169
H -3.77317 0.11636 -1.30122 0.206
H -3.34584 1.73361 -1.65653 0.215
H -4.14218 1.33255 -0.11807 0.207
H -2.53641 2.16629 1.58608 0.206
H -1.91338 3.03009 0.19280 0.208
H -0.79578 2.02404 1.14543 0.247
H -0.56289 -1.40930 -1.94562 0.177
H -1.64488 -3.60781 0.00001 0.214
H -2.51264 -2.29133 -0.50250 0.208
H -2.20533 -3.38158 -1.66233 0.210
H 0.14154 -3.69145 -2.82834 0.216
H 0.67319 -4.08356 -1.22829 0.209
H 1.50307 -2.89601 -2.17615 0.211
```

## Properties
calculated total energy	-38357.811	eV
SMILES string	CC(C)O[Si](CCCl)(OC(C)C)OC(C)C



> The highest calculated total energy belongs to which entry?

C6H9N